Formula: C32H40FeN2O4S2
Source: the OMol25 dataset
Level of theory: the ωB97M-V functional and the def2-TZVPD basis

Atoms and positions in Å:
Fe 0.38 -0.23 0.77
C 1.36 -3.30 0.01
O 0.82 -2.62 1.13
C -0.31 -3.21 1.71
C -0.60 -2.43 2.97
O -1.07 -1.14 2.61
C -0.97 -0.20 3.67
C -1.37 1.15 3.14
O -0.34 1.62 2.31
C -0.56 2.94 1.84
H 1.46 -4.37 0.23
H 2.34 -2.87 -0.17
H 0.73 -3.16 -0.87
H -0.10 -4.25 1.98
H -1.17 -3.17 1.02
H 0.33 -2.34 3.53
H -1.35 -2.94 3.57
H 0.07 -0.14 4.01
H -1.62 -0.49 4.50
H -1.53 1.84 3.98
H -2.31 1.07 2.57
H -0.60 3.64 2.69
H -1.48 3.01 1.26
H 0.28 3.19 1.20
C 4.01 0.80 -1.79
C 3.13 0.21 -0.72
N 1.80 0.34 -0.79
N 1.33 0.93 -1.88
C 0.07 1.27 -2.02
S -1.26 1.08 -0.83
S -0.36 2.15 -3.46
C 0.92 3.51 -3.43
C 0.73 4.42 -2.28
C -0.12 5.52 -2.36
C -0.32 6.36 -1.28
C 0.33 6.10 -0.08
C 1.17 5.00 0.02
C 1.37 4.17 -1.06
C 3.76 -0.52 0.37
C 5.03 -1.08 0.16
C 5.72 -1.78 1.13
C 5.14 -1.95 2.38
C 3.89 -1.41 2.63
C 3.17 -0.67 1.67
O 2.02 -0.15 2.01
H 3.50 1.62 -2.27
H 4.25 0.07 -2.57
H 4.95 1.15 -1.36
H 0.79 4.00 -4.40
H 1.87 2.97 -3.39
H -0.63 5.71 -3.30
H -0.98 7.21 -1.36
H 0.19 6.76 0.77
H 1.69 4.80 0.96
H 2.03 3.31 -0.98
H 5.49 -0.97 -0.82
H 6.70 -2.19 0.92
H 5.66 -2.50 3.16
H 3.42 -1.53 3.60
C -1.32 -2.46 -2.45
C -2.25 -1.45 -1.76
C -2.80 -0.55 -2.88
C -1.47 -0.70 -0.64
C -3.41 -2.16 -1.06
C -4.54 -1.42 -0.67
C -5.57 -2.00 0.04
C -5.51 -3.34 0.41
C -4.40 -4.08 0.04
C -3.37 -3.50 -0.69
H -0.48 -1.90 -2.89
H -1.84 -3.00 -3.25
H -0.91 -3.18 -1.75
H -1.98 -0.19 -3.50
H -3.31 0.33 -2.48
H -3.50 -1.10 -3.50
H -2.00 -0.79 0.31
H -4.59 -0.37 -0.91
H -6.43 -1.40 0.32
H -6.31 -3.80 0.97
H -4.33 -5.13 0.32
H -2.52 -4.11 -0.97

Results
Expectation value of S²: 8.803
Frontier orbital gap (spin up / spin down) in eV: 4.3011 / 6.5207
HOMO level (spin up / spin down) in eV: -1.6 / -3.9
ΔE to the lowest compared entry with this formula, charge and spin in kcal per mole: 6.48
Charge: -1
Multiplicity: 6

Formula: C33H44BrClNO6SeW
Source: the OMol25 dataset
Level of theory: the ωB97M-V functional and the def2-TZVPD basis

Atoms and positions in Å:
W 2.82 -1.00 -0.73
C -2.76 5.04 -1.16
C -1.71 4.57 -0.13
C -2.49 4.01 1.10
C -0.92 5.79 0.38
C -0.72 3.50 -0.73
C 0.11 2.86 0.18
C 1.02 1.89 -0.20
Se 2.11 0.96 1.11
C 0.92 -0.25 1.99
C 0.02 0.17 2.99
C -0.85 -0.71 3.59
C -0.81 -2.07 3.22
C 0.03 -2.56 2.25
C 0.80 -1.56 1.51
O 1.36 -1.90 0.35
C 0.16 -4.07 2.03
C 1.64 -4.42 2.20
C -0.26 -4.46 0.61
C -0.74 -4.86 3.06
C -1.89 -0.22 4.62
C -1.75 1.30 4.92
C -3.34 -0.50 4.09
C -1.66 -1.02 5.93
C 1.10 1.47 -1.55
O 1.75 0.36 -1.87
C 0.33 2.24 -2.57
C -0.57 3.18 -2.09
C 0.50 2.12 -4.12
C 1.98 2.34 -4.45
C -0.43 3.09 -4.96
C 0.18 0.67 -4.56
H -3.48 5.73 -0.66
H -2.27 5.59 -1.98
H -3.31 4.17 -1.60
H -3.29 4.72 1.37
H -2.98 3.04 0.87
H -1.84 3.85 1.99
H -1.64 6.55 0.75
H -0.24 5.58 1.24
H -0.33 6.24 -0.45
H 0.05 3.11 1.22
H 0.05 1.21 3.26
H -1.44 -2.78 3.72
H 2.27 -3.87 1.47
H 1.99 -4.13 3.21
H 1.80 -5.50 2.03
H 0.40 -4.02 -0.15
H -0.24 -5.54 0.50
H -1.28 -4.12 0.37
H -0.44 -4.63 4.11
H -1.81 -4.61 2.91
H -0.59 -5.94 2.88
H -1.89 1.89 4.00
H -2.53 1.61 5.67
H -0.76 1.54 5.36
H -3.45 -0.07 3.09
H -3.51 -1.58 4.01
H -4.08 -0.07 4.79
H -0.62 -0.97 6.25
H -2.30 -0.65 6.77
H -1.93 -2.09 5.80
H -1.12 3.71 -2.86
H 2.34 3.34 -4.13
H 2.58 1.61 -3.88
H 2.19 2.24 -5.53
H -0.21 4.15 -4.72
H -0.23 2.93 -6.04
H -1.50 2.86 -4.79
H 0.81 -0.05 -4.02
H -0.87 0.40 -4.34
H 0.39 0.53 -5.64
O 5.69 1.00 -2.96
Cl 5.39 0.01 -1.92
O 4.42 0.67 -0.82
O 3.88 -2.04 0.08
O 4.29 -1.04 -2.55
Br -0.73 -1.58 -1.76
C 0.66 -2.69 -2.50
C 0.24 -3.47 -3.62
C 1.14 -4.37 -4.15
C 2.45 -4.54 -3.68
C 2.83 -3.73 -2.62
N 1.96 -2.78 -2.08
H -0.78 -3.42 -3.98
H 0.89 -4.93 -5.05
H 3.17 -5.25 -4.10
H 3.84 -3.77 -2.20

Results
Expectation value of S²: 2.027
Frontier orbital gap (spin up / spin down) in eV: 7.1959 / 4.1334
HOMO level (spin up / spin down) in eV: -10.3 / -10.5
ΔE to the lowest compared entry with this formula, charge and spin in kcal per mole: 0.00
Charge: +1
Multiplicity: 3

Formula: C15H30BF4MnNOP2
Source: the OMol25 dataset
Level of theory: the ωB97M-V functional and the def2-TZVPD basis

Atoms and positions in Å:
Mn -0.68 1.13 0.11
P 3.56 -0.87 -1.00
P -2.78 1.17 1.10
N -1.21 0.06 -1.26
H 3.08 -1.00 0.33
C 4.13 -2.51 -1.44
H 5.14 -2.48 -1.84
H 3.46 -2.96 -2.18
H 4.11 -3.16 -0.55
C 4.93 0.28 -0.76
H 5.73 0.05 -1.47
H 5.30 0.17 0.27
H 4.57 1.30 -0.90
C 2.45 -0.23 -2.26
H 3.01 -0.17 -3.22
H 2.10 0.77 -2.00
H 1.57 -0.88 -2.40
C -3.21 -0.59 1.31
H -4.19 -0.72 1.77
H -2.45 -1.06 1.97
H -3.17 -1.10 0.33
C -2.73 1.99 2.71
H -3.74 2.22 3.07
H -2.16 2.92 2.58
H -2.19 1.34 3.43
C -4.01 1.94 0.01
H -4.94 2.19 0.54
H -4.24 1.28 -0.83
H -3.58 2.86 -0.40
C -1.44 0.25 -2.54
C -2.12 -0.71 -4.69
C -1.66 -0.88 -3.40
C -1.50 1.56 -3.14
C -1.94 1.71 -4.44
C -2.27 0.59 -5.23
H -2.36 -1.58 -5.31
H -1.50 -1.87 -2.96
H -1.22 2.43 -2.53
H -2.04 2.71 -4.87
H -2.63 0.71 -6.25
C 1.58 0.01 2.09
O 0.99 0.53 1.08
C 1.73 -1.45 2.26
H 1.29 -1.71 3.23
H 2.79 -1.74 2.30
H 1.21 -2.01 1.48
C 2.07 0.85 3.20
H 1.39 0.70 4.06
H 2.04 1.91 2.91
H 3.07 0.56 3.52
F -1.34 -1.86 3.16
B -1.08 -1.32 4.47
F -0.93 0.12 4.31
F -2.12 -1.61 5.36
F 0.16 -1.85 4.91

Results
Expectation value of S²: 4.214
Frontier orbital gap (spin up / spin down) in eV: 4.6451 / 4.5042
HOMO level (spin up / spin down) in eV: -5.5 / -5.3
Charge: 0
Multiplicity: 4